[1]
This record from OMol25 describes an isolated molecule of C6H14O. The level of theory is ωB97M-V/def2-TZVPD.

Its structure (SMILES) is CC(C)C[C@@H](C)O. As for the energy above the lowest of the compared OMol25 structures with the same formula, charge and spin: 2.7 kcal per mole. The calculation puts the HOMO-LUMO gap at 11.2 eV. The total energy comes out at -8496.7748 eV.

Last column: Löwdin charge in e.
CARTESIAN COORDINATES (ANGSTROEM)
1 H 1.277 -0.762 -2.636  0.08
2 H 2.825 -0.508 0.049  0.08
3 H 0.430 -0.932 1.024  0.13
4 H -1.693 -0.684 -0.255  0.13
5 H -1.849 -1.122 2.180  0.08
6 H 0.456 0.817 1.292  0.13
7 H -2.629 1.441 -0.149  0.09
8 C 0.935 0.233 -0.730  -0.44
9 C 0.714 -0.922 -1.709  -0.08
10 H 0.569 1.157 -1.196  0.13
11 H -3.144 -0.027 1.681  0.08
12 C 2.426 0.395 -0.431  -0.09
13 C 0.158 0.037 0.578  -0.16
14 C -1.359 0.098 0.446  -0.46
15 C -2.056 -0.121 1.785  -0.06
16 H 1.057 -1.870 -1.273  0.08
17 H 2.610 1.240 0.242  0.08
18 H 3.001 0.564 -1.350  0.08
19 O -1.670 1.381 -0.083  -0.04
20 H -0.341 -1.038 -1.982  0.07
21 H -1.719 0.624 2.515  0.09

Forces on atoms 1 to 2 (eV/Å):
H -0.08 -0.01 0.14
H -0.06 0.11 -0.06

=====

[2]
This record from OMol25 describes a 2-piece molecular cluster, C39H47N4 overall. The level of theory is ωB97M-V/def2-TZVPD.

As for the energy above the lowest of the compared OMol25 structures with the same formula, charge and spin: 0.0 kcal per mole. As for the total charge: +1. The calculation puts the HOMO-LUMO gap at 4.1 eV. The total energy comes out at -47159.0801 eV.

Last column: Löwdin charge in e.
CARTESIAN COORDINATES (ANGSTROEM)
1 H -2.535 -7.111 -3.255  0.08
2 C -2.098 -4.687 -2.400  0.01
3 H 7.171 0.056 1.431  0.08
4 H 1.251 -0.701 4.126  0.09
5 H 0.978 -1.132 2.430  0.05
6 C -0.092 0.488 1.148  0.01
7 H -1.526 -1.220 -0.244  0.12
8 H 2.624 3.873 2.020  0.08
9 H -4.460 -0.481 4.301  0.12
10 H 3.575 2.217 -4.480  0.10
11 N 2.039 2.982 -3.207  -0.18
12 H -1.036 -0.186 4.834  0.08
13 H -1.134 0.390 0.869  0.03
14 C 3.430 2.694 -3.494  -0.06
15 H -2.703 -4.494 -6.372  0.10
16 H -2.404 -5.638 -1.962  0.11
17 C 0.176 1.364 2.171  -0.27
18 C 3.597 3.549 2.396  -0.05
19 H -1.015 -1.302 -3.966  0.13
20 H -1.101 -5.247 -6.479  0.11
21 C 1.618 0.647 -2.921  -0.01
22 H 1.151 -1.414 -2.598  0.13
23 C 6.664 -0.389 2.296  -0.05
24 H 7.283 -0.182 3.179  0.09
25 H 6.639 -1.472 2.149  0.08
26 H 0.774 0.038 0.669  0.07
27 H 3.741 3.982 3.399  0.09
28 H 1.354 4.362 -4.673  0.11
29 H 5.901 2.212 2.195  0.13
30 N 1.383 1.757 2.731  0.02
31 C 5.054 1.535 2.334  -0.01
32 C -2.130 -5.391 -6.111  -0.05
33 H -2.075 -3.674 -0.510  0.13
34 C -4.030 0.232 3.595  0.00
35 H 1.926 2.884 4.483  0.12
36 H 2.121 -2.053 3.413  0.08
37 H 2.387 5.004 -3.374  0.09
38 N -0.801 1.918 2.985  0.01
39 C -1.994 0.302 5.064  -0.03
40 C 2.672 1.186 2.500  -0.12
41 H -4.739 1.835 0.672  0.12
42 C -1.908 -3.588 -1.583  0.01
43 C -0.420 -0.118 -1.817  -0.27
44 H -0.521 3.269 -2.344  0.11
45 H -2.596 -0.434 5.613  0.08
46 C -2.335 3.074 0.860  -0.03
47 C -1.311 -2.248 -3.514  0.00
48 C -2.908 2.042 1.779  -0.21
49 H 4.373 3.990 1.761  0.08
50 H -1.385 -3.196 -5.412  0.11
51 C 1.583 4.294 -3.596  -0.04
52 C -2.744 0.724 3.837  -0.18
53 H -3.139 3.478 0.235  0.09
54 C 1.746 -1.046 3.205  -0.04
55 H 0.683 4.568 -3.041  0.08
56 H -0.791 3.024 4.823  0.13
57 C -2.135 -7.004 -4.265  -0.03
58 C -4.762 0.630 2.474  -0.27
59 C 1.187 1.993 -2.817  -0.20
60 H -2.567 -6.252 -6.624  0.09
61 H -1.796 1.140 5.752  0.08
62 H -1.576 2.658 0.187  0.04
63 C -2.176 1.572 2.876  -0.15
64 C -1.937 -4.582 -3.816  -0.19
65 H -6.769 0.325 3.170  0.09
66 N -2.173 -5.618 -4.677  -0.17
67 C 1.125 2.503 3.873  -0.04
68 C -0.880 1.230 -1.786  -0.02
69 C -6.151 0.098 2.291  -0.06
70 H -1.883 3.921 1.392  0.10
71 H 3.850 2.030 -2.726  0.10
72 C 0.822 -0.380 -2.472  -0.02
73 C -1.438 -2.338 -2.091  -0.20
74 C -1.134 -1.223 -1.257  0.10
75 C -0.208 2.583 4.033  -0.05
76 H 3.973 3.644 -3.483  0.09
77 H -1.869 1.443 -1.365  0.12
78 H -2.744 -7.594 -4.960  0.10
79 C 4.189 -0.674 2.743  0.00
80 C 2.879 -0.171 2.781  -0.19
81 C -4.189 1.523 1.564  0.00
82 C -0.122 2.254 -2.322  0.01
83 H -1.111 -7.412 -4.268  0.11
84 H 2.565 0.415 -3.406  0.11
85 C 5.274 0.159 2.448  -0.27
86 H 4.355 -1.735 2.950  0.12
87 H -6.155 -0.994 2.172  0.09
88 C 3.764 2.066 2.397  -0.20
89 C -1.539 -3.323 -4.339  0.00
90 H -6.631 0.545 1.417  0.08

Forces on atoms 1 to 2 (eV/Å):
H -0.01 -0.13 -0.25
C -0.04 0.25 0.53

=====

[3]
This record from OMol25 describes C10H17NO as an isolated structure. The level of theory is ωB97M-V/def2-TZVPD.

As for the energy above the lowest of the compared OMol25 structures with the same formula, charge and spin: 111.5 kcal per mole. The calculation puts the HOMO-LUMO gap at 8.6 eV. The total energy comes out at -14177.6798 eV.

Last column: Löwdin charge in e.
CARTESIAN COORDINATES (ANGSTROEM)
1 H 0.590 3.840 1.477  0.08
2 C -0.254 0.022 -0.581  -0.14
3 C 0.811 -3.591 -0.463  -0.11
4 C 0.206 3.799 0.400  -0.10
5 H -0.554 -3.817 1.736  0.10
6 H -1.403 3.881 -1.307  0.10
7 H 1.853 1.026 1.568  0.13
8 H -0.940 -1.892 1.990  0.09
9 H -0.813 4.481 0.411  0.13
10 C -0.849 2.827 -1.419  -0.10
11 H -1.698 -3.029 0.717  0.09
12 H -1.681 2.150 -1.670  0.07
13 C -0.145 2.456 -0.140  -0.33
14 H 0.857 4.311 -0.274  0.06
15 H 1.598 -3.163 -1.175  0.09
16 H 0.138 1.803 2.326  0.12
17 H -0.120 3.064 -2.302  0.12
18 C -0.766 -2.766 1.281  -0.10
19 C 0.375 -2.381 0.390  -0.45
20 C 0.002 1.208 0.306  -0.21
21 O -0.587 -0.060 -1.924  -0.02
22 C 0.061 -1.296 -0.550  -0.22
23 C 0.660 0.968 1.633  -0.05
24 H -0.045 -3.876 -1.236  0.11
25 H 1.263 -2.125 1.103  0.16
26 H 0.386 -0.034 2.009  0.05
27 N -0.359 -1.452 -1.904  0.07
28 H 0.388 -1.728 -2.507  0.12
29 H 1.027 -4.625 0.103  0.12

Forces on atoms 1 to 2 (eV/Å):
H -0.15 -0.09 -1.55
C 1.30 -0.31 1.34

=====

[4]
This record from OMol25 describes C31H34N4P2SSeV as an isolated structure. The level of theory is ωB97M-V/def2-TZVPD.

As for the energy above the lowest of the compared OMol25 structures with the same formula, charge and spin: 21.0 kcal per mole. As for the total charge: +1. Its expectation value of S² is 2.0236. As for the spin multiplicity: 3. The calculation puts the HOMO-LUMO gap (alpha / beta) at 7.4 / 7.5 eV. The total energy comes out at -159103.7504 eV.

Last column: Löwdin charge in e.
CARTESIAN COORDINATES (ANGSTROEM)
1 H 4.153 1.136 -0.391  0.06
2 C -0.252 5.380 2.127  -0.06
3 C 3.554 2.762 3.402  -0.06
4 C -5.947 -0.750 0.978  -0.03
5 H 2.048 -1.886 1.238  0.02
6 C -0.767 -2.806 0.164  -0.97
7 H -2.607 -1.124 1.041  0.02
8 H 3.933 2.450 1.332  0.10
9 H -5.377 2.714 -1.290  0.09
10 N -0.125 2.375 -0.746  -0.02
11 C 0.262 -0.921 -3.091  -0.09
12 H 0.769 4.151 -3.442  0.11
13 H -6.320 -1.454 1.698  0.13
14 C 0.207 2.631 -2.001  -0.23
15 H 0.604 2.561 -4.732  0.10
16 H 0.785 0.535 -6.108  0.11
17 H 0.429 6.700 0.591  0.12
18 C -0.206 3.379 0.178  -0.21
19 C 2.798 2.398 4.510  -0.06
20 C 0.155 0.205 -2.279  -0.23
21 C -5.877 1.788 -1.567  -0.04
22 C 0.519 1.591 -4.263  -0.02
23 H -0.960 2.081 1.733  0.03
24 H -0.268 6.141 2.894  0.11
25 C 1.761 1.494 4.363  -0.08
26 H -3.765 -2.440 1.313  0.10
27 C 0.501 -0.801 -4.452  -0.07
28 C 2.284 1.239 2.031  -0.37
29 S -0.930 -4.363 0.455  0.61
30 H 1.156 1.247 5.227  0.10
31 H 0.780 5.973 -1.783  0.13
32 C -6.586 0.111 0.159  -0.03
33 C 0.513 4.963 -1.496  0.02
34 N -4.595 -0.607 0.753  -0.10
35 H -1.891 1.405 3.369  0.03
36 C 0.509 3.960 -2.414  0.02
37 P -0.022 -0.094 2.810  0.90
38 N -0.663 -1.641 0.011  -0.11
39 C -1.307 0.649 3.897  -0.26
40 C 0.307 1.460 -2.890  -0.22
41 C 3.304 2.177 2.171  -0.07
42 H 3.696 -1.224 1.039  0.06
43 P 1.990 0.392 0.444  0.87
44 C 0.620 0.451 -5.043  -0.06
45 C 0.163 4.696 -0.148  -0.14
46 H -6.951 1.943 -1.613  0.10
47 C 0.358 -1.610 3.754  -0.24
48 C 1.464 0.939 3.122  -0.39
49 H 3.004 2.831 5.479  0.11
50 H -7.631 0.314 0.015  0.13
51 H 4.354 3.483 3.494  0.11
52 C 3.114 1.205 -0.721  -0.23
53 H 2.848 2.252 -0.866  0.05
54 H 1.259 -2.077 3.355  0.04
55 H -0.973 3.830 3.444  0.11
56 C 0.138 5.691 0.853  -0.01
57 H -0.909 1.096 4.808  0.04
58 C -4.399 0.327 -0.195  -0.61
59 H 2.745 -1.739 -0.375  0.06
60 H 0.511 -1.410 4.815  0.05
61 C -3.582 -1.376 1.454  -0.01
62 H -3.611 -1.129 2.515  0.09
63 C -0.648 4.065 2.439  -0.05
64 H 0.580 -1.690 -5.064  0.11
65 H -0.463 -2.319 3.638  0.04
66 C -0.634 3.084 1.484  -0.04
67 Se -2.865 1.029 -1.031  0.82
68 H 0.146 -1.909 -2.661  0.09
69 V -0.389 0.283 -0.307  0.46
70 H -5.509 1.448 -2.533  0.09
71 H 3.016 0.688 -1.677  0.05
72 C 2.693 -1.274 0.611  -0.22
73 N -5.618 0.773 -0.558  -0.13
74 H -1.996 -0.144 4.196  0.04

Forces on atoms 1 to 2 (eV/Å):
H -0.05 0.00 -0.03
C 0.04 0.03 -0.08

=====

[5]
This record from OMol25 describes an isolated molecule of C16H18N4OS. The level of theory is ωB97M-V/def2-TZVPD.

Its structure (SMILES) is C=CCSc1nnc(-c2c[nH]c3ccccc23)n1CCOC. As for the energy above the lowest of the compared OMol25 structures with the same formula, charge and spin: 45.8 kcal per mole. The calculation puts the HOMO-LUMO gap at 8.6 eV. The total energy comes out at -35726.2068 eV.

Last column: Löwdin charge in e.
CARTESIAN COORDINATES (ANGSTROEM)
1 S -1.325 1.760 -2.765  0.98
2 H 2.437 -3.169 4.265  0.11
3 H 2.061 -3.143 -0.683  0.13
4 C -0.028 -1.176 -0.656  -0.26
5 H 0.115 0.853 -6.996  0.05
6 H -0.505 -0.298 -4.919  0.09
7 O -0.208 3.160 1.378  -0.17
8 H -0.772 -0.363 4.653  0.10
9 N -0.584 -1.820 -1.645  0.07
10 C 1.695 -2.523 3.818  -0.02
11 C 0.357 1.262 -0.061  -0.11
12 N -0.185 0.182 -0.837  0.00
13 C -2.058 1.092 -4.313  -0.46
14 C 0.581 -1.611 1.834  -0.12
15 C -0.874 0.261 -2.016  -0.62
16 H 0.961 0.822 0.737  0.12
17 H -1.244 2.702 -0.270  0.08
18 C -0.120 -0.937 4.011  -0.10
19 C -0.659 1.229 -6.351  0.00
20 N -1.118 -0.930 -2.492  0.02
21 H 1.002 1.877 -0.698  0.14
22 C 0.094 2.734 2.686  -0.11
23 C 0.860 -1.747 4.592  -0.09
24 H -1.478 1.557 1.073  0.12
25 C 1.693 -2.737 0.239  -0.02
26 C -0.273 -0.865 2.645  -0.04
27 H -2.716 0.283 -3.999  0.07
28 H -1.054 -0.262 2.208  0.10
29 H 0.879 1.970 2.708  0.08
30 N 2.200 -3.121 1.443  0.09
31 H 0.442 3.618 3.216  0.09
32 H -1.148 2.137 -6.668  0.06
33 H -2.624 1.923 -4.731  0.07
34 C 0.710 -1.800 0.420  -0.11
35 C 1.543 -2.456 2.439  -0.21
36 H 0.950 -1.774 5.667  0.10
37 C -1.001 0.608 -5.237  -0.26
38 H 2.927 -3.803 1.578  0.16
39 C -0.737 2.168 0.538  -0.22
40 H -0.797 2.337 3.187  0.09

Forces on atoms 1 to 2 (eV/Å):
S -0.20 0.36 -0.21
H 0.07 -0.05 0.08

=====

[6]
This record from OMol25 describes an isolated molecule of C22H32N4O2S. The level of theory is ωB97M-V/def2-TZVPD.

Its structure (SMILES) is C[C@H]1CCC[C@H](C)N1CCCNC(=O)c1ccc2nc(N3CCOCC3)sc2c1. As for the energy above the lowest of the compared OMol25 structures with the same formula, charge and spin: 26.3 kcal per mole. The calculation puts the HOMO-LUMO gap at 8.4 eV. The total energy comes out at -44225.1390 eV.

Last column: Löwdin charge in e.
CARTESIAN COORDINATES (ANGSTROEM)
1 H -0.300 -3.825 0.152  0.11
2 C 0.230 -0.728 1.094  -0.46
3 N 0.321 5.241 -3.447  -0.12
4 H 2.388 5.406 -3.486  0.12
5 H -0.840 7.051 -1.786  0.13
6 H -2.027 -3.700 -0.206  0.11
7 C 0.038 -7.925 3.312  -0.19
8 N -0.944 -1.350 0.825  0.06
9 H -0.943 6.238 -4.740  0.13
10 C 1.517 6.007 -3.742  -0.12
11 N -0.612 -5.189 2.486  -0.12
12 C -1.360 -2.552 1.506  -0.19
13 H -1.691 7.933 -3.089  0.13
14 C -1.095 -5.748 3.741  -0.37
15 C 0.595 -7.326 2.024  -0.15
16 H 0.741 -7.763 4.132  0.11
17 H 1.594 -7.718 1.825  0.11
18 H 0.843 -5.432 1.051  0.13
19 H 3.299 2.082 -0.915  0.11
20 H -3.246 -5.371 3.753  0.07
21 H 1.517 6.238 -4.811  0.13
22 H -2.571 -4.997 1.812  0.11
23 C 1.880 0.773 0.029  -0.01
24 H -0.677 -2.696 2.346  0.11
25 C 1.493 7.309 -2.932  -0.18
26 C -1.564 -5.062 1.401  -0.20
27 H -0.050 -7.628 1.193  0.11
28 H 1.567 7.069 -1.860  0.13
29 H -1.462 -1.088 0.002  0.13
30 C 2.261 1.837 -0.759  0.00
31 H -2.035 -7.496 2.885  0.12
32 H 1.747 -4.187 3.001  0.08
33 H -1.541 -5.920 0.710  0.12
34 C -0.079 2.293 -1.142  -0.46
35 C -0.890 5.995 -3.674  -0.15
36 H -0.297 -5.554 4.467  0.14
37 H 1.792 -5.687 3.932  0.07
38 H -1.762 5.403 -3.396  0.08
39 H 2.321 7.959 -3.216  0.13
40 C -2.344 -5.041 4.265  -0.05
41 C 1.279 2.613 -1.365  -0.31
42 C 0.394 4.221 -2.579  -0.57
43 C 0.653 -5.786 2.070  -0.36
44 C -0.836 7.296 -2.859  -0.18
45 C 1.808 -5.270 2.930  -0.04
46 H 2.755 -5.537 2.467  0.08
47 C -1.295 -7.268 3.657  -0.15
48 H -2.240 -3.966 4.148  0.08
49 S -1.100 3.427 -1.990  1.08
50 O 0.982 -1.093 1.978  0.06
51 H -1.509 1.032 -0.188  0.11
52 C -0.461 1.224 -0.359  -0.05
53 H -0.087 -9.004 3.194  0.11
54 H 2.621 0.160 0.519  0.12
55 O 0.314 8.042 -3.183  -0.13
56 C -1.293 -3.781 0.601  -0.15
57 H -2.379 -2.418 1.886  0.12
58 H -2.465 -5.265 5.322  0.08
59 H -1.671 -7.648 4.609  0.11
60 C 0.535 0.446 0.225  -0.14
61 N 1.492 3.694 -2.167  0.11

Forces on atoms 1 to 2 (eV/Å):
H 0.03 0.01 -0.08
C -0.18 0.09 -0.09

=====

> Among the records above, which one has the highest energy above the lowest of the compared OMol25 structures with the same formula, charge and spin?

C10H17NO

=====

> Number 1 is which compound?

C6H14O

=====

> energy above the lowest of the compared OMol25 structures with the same formula, charge and spin of number 2 (C39H47N4)?

0.0 kcal per mole

=====

> The highest energy above the lowest of the compared OMol25 structures with the same formula, charge and spin belongs to which entry?

C10H17NO